# 1
ORCA calculation (the ωB97M-V functional and the def2-TZVPD basis) on C33H64N2O20S5 as an isolated structure at a distorted geometry.

Summary:
HOMO = -7.97 eV
relative energy (zero: lowest compared OMol25 entry of this formula, charge and spin) = 34.9376 eV
2S+1 = 1
charge = 0

Geometry (Å):
1 C -3.85 3.33 -1.01
2 C -3.15 3.14 0.32
3 O -3.40 1.79 0.59
4 C -3.99 1.15 -0.42
5 O -4.20 -0.09 -0.55
6 O -4.39 2.06 -1.33
7 H -3.15 3.63 -1.79
8 H -4.67 4.00 -0.78
9 H -3.67 3.74 1.06
10 H -2.09 3.35 0.20
11 C 2.22 1.18 -2.78
12 C 3.53 1.05 -3.56
13 O 3.98 2.32 -3.67
14 C 3.24 3.15 -2.85
15 O 3.43 4.32 -2.68
16 O 2.22 2.53 -2.34
17 H 2.32 0.47 -1.96
18 H 1.41 0.85 -3.43
19 H 3.35 0.53 -4.50
20 H 4.24 0.41 -3.03
21 C 0.82 4.19 -0.98
22 C 0.06 3.13 -0.26
23 O -1.25 3.28 -0.86
24 C -1.18 4.01 -2.00
25 O -2.14 4.34 -2.68
26 O 0.07 4.59 -2.08
27 H 1.72 3.75 -1.39
28 H 1.05 5.09 -0.40
29 H 0.07 3.20 0.82
30 H 0.46 2.15 -0.53
31 C -1.81 2.95 -5.35
32 C -0.96 1.77 -5.95
33 O 0.00 1.48 -4.96
34 C -0.55 1.91 -3.78
35 O -0.07 1.73 -2.66
36 O -1.75 2.55 -4.02
37 H -2.82 2.92 -5.77
38 H -1.42 3.96 -5.42
39 H -0.56 2.20 -6.87
40 H -1.44 0.81 -6.18
41 C 0.66 -4.32 2.53
42 C 1.81 -3.97 1.70
43 O 1.47 -2.78 1.06
44 C 0.42 -2.19 1.64
45 O 0.03 -1.05 1.49
46 O -0.08 -3.16 2.45
47 H 0.93 -4.60 3.55
48 H 0.15 -5.11 1.98
49 H 1.88 -4.69 0.89
50 H 2.75 -3.81 2.22
51 C -1.39 0.75 0.27
52 C -0.48 -0.02 -0.71
53 C 1.05 0.06 -0.40
54 C 1.60 -0.98 -1.24
55 N 2.08 -1.81 -1.91
56 H -2.32 0.99 -0.25
57 H -0.95 1.69 0.61
58 H -1.65 0.17 1.16
59 H -0.66 0.52 -1.65
60 H -0.77 -1.07 -0.73
61 H 1.24 -0.20 0.65
62 H 1.50 0.99 -0.74
63 C -2.77 -2.31 2.01
64 C -3.01 -0.76 1.92
65 C -3.94 -0.22 2.98
66 C -3.60 -0.48 4.36
67 N -3.29 -0.75 5.50
68 H -2.32 -2.59 2.96
69 H -2.16 -2.71 1.19
70 H -3.73 -2.81 1.87
71 H -3.34 -0.49 0.93
72 H -2.08 -0.19 2.03
73 H -4.99 -0.50 2.91
74 H -3.96 0.86 2.83
75 C 4.64 -3.09 1.45
76 S 3.52 -1.61 1.77
77 O 4.32 -0.59 2.57
78 C 3.45 -0.92 -0.01
79 H 5.65 -2.80 1.76
80 H 4.48 -3.35 0.41
81 H 4.33 -3.95 2.04
82 H 2.92 0.02 0.10
83 H 3.05 -1.64 -0.73
84 H 4.49 -0.71 -0.25
85 C 2.91 -6.08 -2.14
86 S 2.98 -5.10 -0.59
87 O 4.42 -4.59 -0.63
88 C 2.07 -3.57 -1.22
89 H 3.05 -7.15 -1.96
90 H 3.56 -5.66 -2.90
91 H 1.92 -5.88 -2.56
92 H 2.72 -2.99 -1.87
93 H 1.69 -3.04 -0.35
94 H 1.13 -3.89 -1.67
95 C -3.24 -1.66 -0.79
96 S -2.74 -3.41 -0.41
97 O -3.10 -4.29 -1.57
98 C -0.86 -3.14 -0.53
99 H -4.30 -1.50 -1.00
100 H -2.66 -1.40 -1.68
101 H -2.89 -0.99 0.00
102 H -0.51 -2.40 0.19
103 H -0.62 -2.74 -1.52
104 H -0.31 -4.07 -0.41
105 C 1.74 -0.07 2.99
106 S 1.60 1.32 1.72
107 O 0.24 1.91 1.67
108 C 2.86 2.53 2.36
109 H 0.86 -0.66 3.22
110 H 2.12 0.25 3.96
111 H 2.47 -0.74 2.54
112 H 3.87 2.15 2.49
113 H 2.46 2.78 3.34
114 H 2.94 3.41 1.72
115 C -1.81 1.84 2.49
116 S -2.89 2.78 3.72
117 O -3.98 1.86 4.31
118 C -1.64 3.11 5.07
119 H -0.99 2.34 1.98
120 H -2.39 1.54 1.62
121 H -1.52 0.96 3.06
122 H -1.16 2.21 5.45
123 H -1.88 3.74 5.93
124 H -0.80 3.60 4.59

Atom charges from the Mulliken analysis, given in e for atoms 1 to 99: number 1, C, carries -0.6220; number 2, C, carries -0.4846; number 3, O, carries -0.0789; number 4, C, carries 1.1695; number 5, O, carries -0.4800; number 6, O, carries -0.4619; number 7, H, carries 0.2904; number 8, H, carries 0.3338; number 9, H, carries 0.7136; number 10, H, carries 0.1808; number 11, C, carries 0.1796; number 12, C, carries -0.3882; number 13, O, carries -0.4111; number 14, C, carries 0.3152; number 15, O, carries -0.5599; number 16, O, carries -0.2687; number 17, H, carries -0.0996; number 18, H, carries -0.0096; number 19, H, carries 0.3042; number 20, H, carries 0.2305; number 21, C, carries 0.1606; number 22, C, carries -1.3608; number 23, O, carries -0.1139; number 24, C, carries 0.5818; number 25, O, carries -0.5808; number 26, O, carries -0.3908; number 27, H, carries -0.1095; number 28, H, carries 0.2408; number 29, H, carries 1.2628; number 30, H, carries -1.7070; number 31, C, carries -0.5163; number 32, C, carries -0.5726; number 33, O, carries -0.3618; number 34, C, carries -0.0112; number 35, O, carries 0.6780; number 36, O, carries -0.1279; number 37, H, carries 0.2993; number 38, H, carries 0.3354; number 39, H, carries 0.3611; number 40, H, carries 0.3531; number 41, C, carries -0.9334; number 42, C, carries 1.1407; number 43, O, carries 0.6051; number 44, C, carries -0.2016; number 45, O, carries 0.6376; number 46, O, carries -0.3646; number 47, H, carries 0.3396; number 48, H, carries 0.4092; number 49, H, carries -0.6962; number 50, H, carries -0.0473; number 51, C, carries -0.0256; number 52, C, carries -0.3894; number 53, C, carries -0.8615; number 54, C, carries 1.4538; number 55, N, carries -0.8365; number 56, H, carries -0.0374; number 57, H, carries 0.5367; number 58, H, carries 0.3749; number 59, H, carries 0.2541; number 60, H, carries -1.3442; number 61, H, carries -1.5626; number 62, H, carries 2.3864; number 63, C, carries -2.0538; number 64, C, carries 2.6571; number 65, C, carries -0.4092; number 66, C, carries -0.0567; number 67, N, carries -0.7783; number 68, H, carries 0.5123; number 69, H, carries 0.3806; number 70, H, carries 0.5257; number 71, H, carries 0.5080; number 72, H, carries -1.0220; number 73, H, carries 0.5223; number 74, H, carries 0.1325; number 75, C, carries -1.3106; number 76, S, carries 1.3627; number 77, O, carries -0.8666; number 78, C, carries -0.6580; number 79, H, carries 0.4340; number 80, H, carries 0.6613; number 81, H, carries 0.3374; number 82, H, carries -0.2830; number 83, H, carries -0.0151; number 84, H, carries 0.9906; number 85, C, carries -1.0760; number 86, S, carries 0.5021; number 87, O, carries -0.7721; number 88, C, carries -1.1154; number 89, H, carries 0.3511; number 90, H, carries 0.3760; number 91, H, carries 0.3365; number 92, H, carries 0.5340; number 93, H, carries -0.5877; number 94, H, carries 1.0172; number 95, C, carries -0.7342; number 96, S, carries 0.2895; number 97, O, carries -0.7340; number 98, C, carries -1.5267; number 99, H, carries 0.7951

# 2
ORCA calculation (the ωB97M-V functional and the def2-TZVPD basis) on a 2-piece molecular cluster, C6H4Cl2O overall at a distorted geometry.

Summary:
HOMO = -8.55 eV
SMILES = Clc1ccc(Cl)o1.C#C
relative energy (zero: lowest compared OMol25 entry of this formula, charge and spin) = 3.6098 eV
2S+1 = 1
charge = 0

Geometry (Å):
1 Cl -0.13 -1.80 -2.17
2 C 0.37 -1.18 -0.67
3 C 1.45 -0.42 -0.37
4 C 1.29 -0.04 0.98
5 C 0.14 -0.65 1.36
6 Cl -0.60 -0.82 2.87
7 O -0.44 -1.35 0.37
8 H 2.27 -0.18 -1.11
9 H 1.92 0.53 1.65
10 C -1.84 0.95 -0.90
11 C -1.29 2.01 -0.55
12 H -2.61 0.21 -0.88
13 H -0.53 2.74 -0.59

In elementary charge units, the Mulliken charges are: number 1, Cl, carries -0.1677; number 2, C, carries 0.2572; number 3, C, carries -0.2984; number 4, C, carries -0.2933; number 5, C, carries 0.1384; number 6, Cl, carries -0.1879; number 7, O, carries -0.2629; number 8, H, carries 0.3550; number 9, H, carries 0.4436; number 10, C, carries -0.4450; number 11, C, carries -0.2925; number 12, H, carries 0.4075; number 13, H, carries 0.3460

# 3
ORCA calculation (the ωB97M-V functional and the def2-TZVPD basis) on C24H14N7O9Pt as an isolated structure at a distorted geometry.

Summary:
HOMO = -3.47 eV
relative energy (zero: lowest compared OMol25 entry of this formula, charge and spin) = 4.5852 eV
2S+1 = 1
charge = -1

Geometry (Å):
1 Pt 0.40 -0.12 0.32
2 O 2.25 3.51 0.20
3 C 1.86 2.35 0.18
4 N 0.75 1.81 0.74
5 C 0.15 2.42 1.85
6 C 0.10 3.81 2.00
7 C -0.42 4.40 3.14
8 C -0.91 3.62 4.18
9 C -0.89 2.24 4.04
10 C -0.38 1.63 2.90
11 N -0.45 0.20 2.83
12 C -1.75 -0.28 2.92
13 O -2.32 -0.70 3.90
14 C -2.46 -0.32 1.57
15 C -3.81 -0.58 1.54
16 C -4.45 -0.74 0.32
17 C -3.69 -0.62 -0.83
18 C -2.34 -0.34 -0.72
19 N -1.73 -0.19 0.46
20 C 2.74 1.28 -0.43
21 C 4.00 1.56 -0.93
22 C 4.79 0.50 -1.33
23 C 4.32 -0.80 -1.20
24 C 3.05 -1.00 -0.69
25 N 2.28 0.03 -0.34
26 H 0.49 4.43 1.20
27 H -0.43 5.48 3.22
28 H -1.31 4.07 5.08
29 H -1.28 1.60 4.82
30 H -4.33 -0.68 2.49
31 H -5.50 -0.96 0.27
32 H -4.12 -0.76 -1.81
33 H -1.70 -0.26 -1.59
34 H 4.31 2.59 -0.96
35 H 5.79 0.68 -1.73
36 H 4.92 -1.65 -1.48
37 H 2.61 -1.98 -0.54
38 O -1.94 -4.63 5.39
39 N -2.24 -4.90 4.24
40 O -3.12 -5.69 3.94
41 C -1.56 -4.18 3.16
42 C -0.60 -3.23 3.48
43 C 0.07 -2.52 2.50
44 C -0.24 -2.77 1.10
45 O 0.21 -2.12 0.08
46 C -1.19 -3.81 0.87
47 C -1.86 -4.49 1.87
48 N -1.60 -4.17 -0.50
49 O -0.85 -3.94 -1.43
50 O -2.69 -4.72 -0.64
51 N 1.10 -1.64 3.03
52 O 1.97 -1.22 2.12
53 O 0.42 -0.55 3.72
54 H -0.35 -3.02 4.51
55 H -2.60 -5.23 1.62

In elementary charge units, the Mulliken charges are: number 1, Pt, carries 0.6809; number 2, O, carries -0.7938; number 3, C, carries 0.2786; number 4, N, carries -0.1617; number 5, C, carries -0.0657; number 6, C, carries -0.6865; number 7, C, carries -0.5015; number 8, C, carries -0.8783; number 9, C, carries -0.0586; number 10, C, carries 0.1543; number 11, N, carries 1.0324; number 12, C, carries -0.0402; number 13, O, carries -0.6404; number 14, C, carries 0.6035; number 15, C, carries -0.9367; number 16, C, carries -0.4039; number 17, C, carries -0.7049; number 18, C, carries -0.1915; number 19, N, carries -0.0030; number 20, C, carries 0.5241; number 21, C, carries -0.5932; number 22, C, carries -0.2549; number 23, C, carries -0.7775; number 24, C, carries 0.0843; number 25, N, carries 0.0441; number 26, H, carries 0.4398; number 27, H, carries 0.3731; number 28, H, carries 0.3792; number 29, H, carries 0.4698; number 30, H, carries 0.5145; number 31, H, carries 0.4380; number 32, H, carries 0.4021; number 33, H, carries 0.3853; number 34, H, carries 0.4497; number 35, H, carries 0.4032; number 36, H, carries 0.4054; number 37, H, carries 0.3754; number 38, O, carries -0.6438; number 39, N, carries 1.0615; number 40, O, carries -0.6652; number 41, C, carries -0.7656; number 42, C, carries -0.2969; number 43, C, carries -0.1299; number 44, C, carries 1.4195; number 45, O, carries -0.9113; number 46, C, carries -0.3317; number 47, C, carries -0.3792; number 48, N, carries 1.1701; number 49, O, carries -0.6267; number 50, O, carries -0.6928; number 51, N, carries -0.0509; number 52, O, carries -0.6517; number 53, O, carries -0.4197; number 54, H, carries 0.5500; number 55, H, carries 0.6188

# 4
ORCA calculation (the ωB97M-V functional and the def2-TZVPD basis) on C28H38GeN4O2S2SeTeV as an isolated structure.

Summary:
HOMO (spin up / spin down) = -13.17 / -12.69 eV
⟨S²⟩ = 0.762
2S+1 = 2
charge = +2

Geometry (Å):
1 V -0.92 -0.08 0.19
2 C 0.99 1.31 3.07
3 C -0.02 0.22 3.24
4 N -0.65 -0.38 2.26
5 C -1.54 -1.35 2.74
6 C -1.56 -1.46 4.09
7 S -0.46 -0.36 4.78
8 C -2.27 -2.13 1.74
9 C -3.13 -3.15 1.91
10 S -3.60 -3.76 0.39
11 C -2.64 -2.62 -0.42
12 N -1.99 -1.82 0.40
13 C -2.58 -2.56 -1.91
14 H 1.06 1.60 2.02
15 H 1.98 0.98 3.39
16 H 0.74 2.19 3.67
17 H -2.15 -2.13 4.70
18 H -3.51 -3.57 2.83
19 H -3.00 -3.46 -2.36
20 H -1.55 -2.45 -2.26
21 H -3.16 -1.71 -2.28
22 O 0.66 6.06 2.83
23 C -0.71 6.04 3.18
24 N -1.20 4.83 2.54
25 C -2.51 4.66 2.26
26 O -3.38 5.43 2.63
27 C -2.91 3.42 1.50
28 C -4.20 3.35 0.99
29 C -4.60 2.20 0.34
30 C -3.71 1.15 0.20
31 N -2.46 1.21 0.68
32 C -2.09 2.32 1.34
33 H 1.05 6.91 3.08
34 H -1.26 6.90 2.81
35 H -0.85 5.97 4.26
36 H -0.49 4.32 2.03
37 H -4.86 4.19 1.14
38 H -5.61 2.10 -0.06
39 H -4.00 0.24 -0.30
40 H -1.10 2.29 1.79
41 C 0.46 -0.79 -6.55
42 Ge 0.76 -0.83 -4.64
43 C 2.37 0.15 -4.17
44 C 0.81 -2.69 -4.09
45 C -0.84 0.12 -3.98
46 Se -1.28 0.75 -2.19
47 C -0.06 2.28 -2.11
48 H 1.29 -1.28 -7.07
49 H 0.39 0.24 -6.92
50 H -0.45 -1.32 -6.81
51 H 3.22 -0.30 -4.69
52 H 2.57 0.11 -3.10
53 H 2.29 1.19 -4.49
54 H 1.70 -3.14 -4.53
55 H -0.06 -3.22 -4.50
56 H 0.85 -2.85 -3.02
57 H -1.72 -0.46 -4.28
58 H -0.90 1.04 -4.56
59 H 0.96 1.94 -2.28
60 H -0.15 2.74 -1.12
61 H -0.36 3.00 -2.86
62 C 3.24 -0.57 0.61
63 Te 1.48 -1.22 -0.41
64 C 1.56 -2.88 0.93
65 C 3.02 -2.97 1.30
66 C 3.57 -4.15 1.80
67 C 4.91 -4.21 2.14
68 C 5.72 -3.09 1.98
69 C 5.18 -1.92 1.48
70 C 3.84 -1.85 1.14
71 H 2.96 0.13 1.39
72 H 3.88 -0.06 -0.10
73 H 1.19 -3.77 0.43
74 H 0.92 -2.66 1.78
75 H 2.94 -5.03 1.91
76 H 5.33 -5.13 2.52
77 H 6.77 -3.14 2.24
78 H 5.82 -1.05 1.34

In elementary charge units, the Mulliken charges are: number 1, V, carries 0.5535; number 2, C, carries -1.7176; number 3, C, carries 0.4578; number 4, N, carries 0.9625; number 5, C, carries -0.4643; number 6, C, carries -0.2799; number 7, S, carries -0.1674; number 8, C, carries -0.4267; number 9, C, carries -0.3052; number 10, S, carries -0.1490; number 11, C, carries -0.0715; number 12, N, carries 1.0071; number 13, C, carries -0.9010; number 14, H, carries 0.2351; number 15, H, carries 0.4351; number 16, H, carries 0.4862; number 17, H, carries 0.4810; number 18, H, carries 0.4801; number 19, H, carries 0.5791; number 20, H, carries -0.0192; number 21, H, carries 0.1874; number 22, O, carries -0.5255; number 23, C, carries -0.4684; number 24, N, carries -0.0566; number 25, C, carries 0.2824; number 26, O, carries -0.6201; number 27, C, carries 0.2534; number 28, C, carries -0.5568; number 29, C, carries -0.9404; number 30, C, carries -0.3915; number 31, N, carries 0.5758; number 32, C, carries -0.0548; number 33, H, carries 0.3221; number 34, H, carries 0.3650; number 35, H, carries 0.2952; number 36, H, carries 0.2113; number 37, H, carries 0.5397; number 38, H, carries 0.4828; number 39, H, carries 0.4126; number 40, H, carries 0.0524; number 41, C, carries -1.1956; number 42, Ge, carries 0.4688; number 43, C, carries -0.8562; number 44, C, carries -0.9338; number 45, C, carries -1.0673; number 46, Se, carries 0.2248; number 47, C, carries -0.8530; number 48, H, carries 0.3741; number 49, H, carries 0.3864; number 50, H, carries 0.3759; number 51, H, carries 0.3778; number 52, H, carries 0.0885; number 53, H, carries 0.3517; number 54, H, carries 0.3698; number 55, H, carries 0.3453; number 56, H, carries 0.1587; number 57, H, carries 0.5050; number 58, H, carries 0.4591; number 59, H, carries 0.2601; number 60, H, carries 0.1868; number 61, H, carries 0.4470; number 62, C, carries -0.8828; number 63, Te, carries -0.1406; number 64, C, carries -0.8846; number 65, C, carries 0.6269; number 66, C, carries -0.8114; number 67, C, carries -0.6318; number 68, C, carries -0.6311; number 69, C, carries -0.8262; number 70, C, carries 0.5524; number 71, H, carries 0.2530; number 72, H, carries 0.6222; number 73, H, carries 0.6667; number 74, H, carries 0.2770; number 75, H, carries 0.4755; number 76, H, carries 0.4229; number 77, H, carries 0.4248; number 78, H, carries 0.4711

no.,DFT total energy (a.u.)
1,-4899.557373
2,-1226.532178
3,-2102.533022
4,-7945.535135